*1*
ORCA calculation (ωB97M-V with the def2-TZVPD basis set) on a cluster of 2 separate species, CH6Cl2Si2 in total.

Geometry as ORCA input:
```
! RIJCOSX wB97M-V def2-TZVPD def2/J DEFGRID3
* xyz 0 1
C -2.88 -0.33 -1.21
Si 2.40 -0.31 0.86
Si 1.17 1.62 0.91
Cl 1.70 2.29 2.83
Cl 4.11 0.79 0.34
H -2.39 -0.92 -2.13
H -2.15 0.27 -0.83
H -3.64 0.19 -1.70
H 2.06 -1.18 -0.18
H -3.33 -1.04 -0.58
H 2.94 -1.38 1.72
*
```

Löwdin population analysis, charges in e, atoms 1 to 2: -0.030, -0.063

*2*
ORCA calculation (ωB97M-V with the def2-TZVPD basis set) on a cluster of 2 separate species, CH6Cl2Si2 in total.

Geometry as ORCA input:
```
! RIJCOSX wB97M-V def2-TZVPD def2/J DEFGRID3
* xyz 0 1
C 0.75 2.11 -0.28
Si -0.31 -2.08 -0.27
Si -1.21 -0.10 0.56
Cl 2.27 1.74 0.63
Cl 1.07 1.81 -1.97
H 0.57 3.11 -0.12
H 0.99 -1.70 0.20
H 0.01 -2.78 -1.67
H -0.87 -3.20 0.58
H -0.82 0.32 1.97
H -2.46 0.76 0.38
*
```

Löwdin population analysis, charges in e, atoms 1 to 2: -1.060, 0.380

In eV, relative to the most stable structure: *1* 0.000; *2* 4.834.